Here is C43H36BrO2P2Ti as an isolated structure at a distorted geometry from the Open Molecules 2025 dataset. Energies are from wB97M-V/def2-TZVPD.

CARTESIAN COORDINATES (ANGSTROEM)
C: 0.74072 -1.58313 -3.06445
C: -0.28338 -1.96033 -2.17878
C: -1.61162 -1.90939 -2.63408
C: -1.86905 -1.61395 -3.96900
C: -0.85254 -1.21501 -4.83498
C: 0.45551 -1.17314 -4.36588
P: 0.04631 -2.23784 -0.38646
C: -1.23801 -3.38987 0.11993
C: -2.36048 -2.92771 0.84154
C: -3.40001 -3.81013 1.13425
C: -3.31701 -5.15058 0.73579
C: -2.18494 -5.62015 0.05841
C: -1.13798 -4.74224 -0.23763
Ti: 0.56858 0.01821 0.61936
P: 0.26689 2.32501 -0.24529
C: -1.11260 2.22341 -1.44712
C: -1.00186 2.60777 -2.79398
C: -2.07419 2.38069 -3.65622
C: -3.24166 1.73936 -3.20804
C: -3.34701 1.34997 -1.87154
C: -2.30267 1.60285 -0.98930
C: -0.02555 3.77762 0.79420
C: 0.81251 3.96299 1.91140
C: 0.58343 4.99496 2.80790
C: -0.46667 5.88966 2.60551
C: -1.28419 5.73215 1.48772
C: -1.06669 4.69006 0.58539
C: 1.80866 2.67429 -1.17061
C: 2.85713 1.73504 -1.08334
C: 3.97293 1.84940 -1.90749
C: 4.11993 2.97346 -2.70886
C: 3.18324 4.00352 -2.65104
C: 2.03966 3.86863 -1.85678
C: 1.59613 -3.18513 -0.39082
C: 2.01516 -3.93909 -1.49499
C: 3.29650 -4.48337 -1.52729
C: 4.15435 -4.31752 -0.43837
C: 3.70575 -3.65652 0.70589
C: 2.42378 -3.11075 0.74147
H: 1.64315 3.27611 2.07509
H: 1.23078 5.10980 3.67670
H: -0.63547 6.70343 3.31465
H: -2.10212 6.43181 1.32585
H: -1.71515 4.58214 -0.28118
H: -0.08772 3.07920 -3.16165
H: -2.00384 2.67628 -4.70967
H: -4.07067 1.55921 -3.89732
H: -4.24706 0.84457 -1.52252
H: -2.39717 1.30347 0.06415
H: 2.79578 0.91492 -0.34642
H: 4.73259 1.06696 -1.89340
H: 4.98659 3.06113 -3.34999
H: 3.34044 4.92351 -3.21051
H: 1.34534 4.69852 -1.73710
H: 1.35459 -4.08554 -2.34826
H: 3.62634 -5.02888 -2.40955
H: 5.17174 -4.70553 -0.48065
H: 4.35833 -3.56055 1.57250
H: 2.07386 -2.60315 1.63966
H: -2.41163 -1.88452 1.17042
H: -4.27695 -3.44631 1.67215
H: -4.13926 -5.83378 0.95030
H: -2.10999 -6.66896 -0.24697
H: -0.24537 -5.10651 -0.74657
H: -2.42831 -2.14408 -1.94949
H: -2.89244 -1.65174 -4.32879
H: -1.05849 -0.97641 -5.87913
H: 1.25794 -0.80729 -5.01849
H: 1.77429 -1.60028 -2.73800
H: 0.62435 -0.14342 -1.14163
H: 1.13141 0.34805 -1.54992
Br: -1.74423 2.42417 3.74530
C: -1.19302 0.98240 4.87756
C: -1.48122 0.93086 6.23419
C: -1.06136 -0.17625 6.99058
C: -0.35878 -1.23839 6.40568
C: -0.03367 -1.19490 5.05985
C: -0.46777 -0.08237 4.33611
C: -0.09666 0.02384 2.94985
O: 1.13642 0.15621 2.59249
O: -0.94568 -0.00660 1.98480
H: -2.02658 1.75071 6.67522
H: -1.29816 -0.19908 8.05334
H: -0.05906 -2.09888 7.00407
H: 0.53480 -1.97706 4.54026

Maximum force, hartree/bohr: 0.0637
Total charge: +2
Lowest unoccupied orbital energy (spin up / spin down), eV: -6.8 / -6.5
HOMO energy (spin up / spin down), Eh: -0.50765 / -0.50771
Kohn-Sham gap (spin up / spin down), hartree: 0.257 / 0.270
ΔE to the lowest compared entry with this formula, charge and spin, kJ/mol: 0.0
Spin multiplicity: 2
Total energy, a.u.: -5916.33386

These are the Mulliken partial charges, in e, on atoms 1 to 4: number 1, C, carries -0.58; number 2, C, carries 0.57; number 3, C, carries -0.59; number 4, C, carries -0.82